Record 1
69
Properties=species:S:1:pos:R:3:forces:R:3:mulliken_charge:R:1 method="wB97M-V/def2-TZVPD" s2=2.032 multiplicity=3 orbital_gap_ev="5.504 / 5.518" homo_energy_ev="-2.03 / -2.05" charge=-2 lumo_energy_ev="3.470 / 3.469"
V 1.695 1.076 1.024 2.042 -0.162 1.140 0.391
C 3.015 -0.947 6.365 0.061 0.019 -0.003 -1.162
C 1.624 -1.020 5.779 0.045 0.048 -0.032 -0.237
O 1.326 0.230 5.139 0.084 -0.045 0.040 -0.462
P 0.840 0.250 3.616 -0.480 -0.304 0.859 1.251
S 0.534 2.109 3.077 0.166 -0.239 -0.340 -0.466
S 2.067 -0.833 2.465 -0.239 0.084 -0.106 -0.446
O -0.542 -0.549 3.785 -0.052 0.019 -0.036 -0.390
C -1.404 -0.715 2.639 -0.072 -0.005 0.133 0.581
C -2.751 -1.189 3.127 -0.040 -0.009 -0.005 -1.540
H 3.233 -1.853 6.937 0.000 0.046 -0.028 0.382
H 3.100 -0.081 7.024 0.003 -0.045 0.002 0.289
H 3.752 -0.845 5.567 -0.025 -0.006 0.036 0.243
H 0.871 -1.177 6.550 -0.061 0.008 0.028 0.285
H 1.553 -1.838 5.061 -0.022 -0.032 -0.029 0.398
H -0.948 -1.437 1.964 0.104 -0.084 -0.058 -0.020
H -1.501 0.236 2.117 0.041 0.057 0.002 0.038
H -2.651 -2.114 3.699 -0.014 0.024 -0.029 0.374
H -3.401 -1.372 2.268 0.012 0.017 0.056 0.386
H -3.224 -0.433 3.756 0.023 -0.032 -0.023 0.363
S 3.359 2.561 1.384 0.180 0.281 0.002 -0.474
C 4.444 2.413 0.003 0.033 -0.044 -0.009 0.486
C 5.493 3.322 -0.158 -0.065 -0.036 0.001 -0.628
C 6.348 3.241 -1.245 -0.009 -0.017 0.010 -0.476
C 6.159 2.238 -2.193 -0.076 -0.064 0.025 -0.510
C 5.132 1.321 -2.035 -0.017 0.017 0.053 -0.567
C 4.266 1.386 -0.936 0.030 -0.005 0.001 0.117
S 3.013 0.180 -0.709 0.329 -0.154 -0.264 -0.084
H 5.622 4.099 0.587 -0.007 0.006 -0.025 0.378
H 7.154 3.957 -1.358 -0.035 -0.011 0.008 0.322
H 6.811 2.174 -3.057 -0.005 -0.009 0.016 0.329
H 4.980 0.534 -2.767 0.012 0.054 0.039 0.351
C 1.638 -2.523 -1.995 0.018 -0.036 -0.015 -0.988
Te -0.108 -1.629 -1.128 0.081 -0.088 -0.271 0.224
C -0.914 -3.612 -1.320 -0.169 -0.075 0.089 -1.342
C -0.030 -4.364 -2.283 -0.074 -0.020 0.004 0.549
C -0.428 -5.578 -2.845 0.040 0.031 0.014 -0.646
C 0.394 -6.250 -3.737 0.047 0.058 0.011 -0.488
C 1.632 -5.711 -4.073 -0.050 0.031 0.048 -0.509
C 2.037 -4.509 -3.511 -0.046 -0.023 0.023 -0.647
C 1.212 -3.827 -2.615 0.046 0.074 -0.016 0.436
H 2.379 -2.667 -1.211 0.028 -0.023 -0.010 0.490
H 2.057 -1.830 -2.719 -0.005 -0.016 -0.026 0.554
H -1.940 -3.562 -1.687 0.030 0.018 0.004 0.514
H -0.931 -4.095 -0.342 0.018 -0.030 -0.019 0.414
H -1.397 -5.992 -2.584 0.027 0.028 -0.016 0.403
H 0.067 -7.185 -4.177 0.009 0.020 0.012 0.370
H 2.276 -6.223 -4.780 -0.014 0.015 0.030 0.374
H 3.000 -4.083 -3.772 -0.041 -0.012 0.005 0.436
F -2.973 4.066 -3.451 -0.001 -0.001 -0.023 -0.352
C -3.461 3.502 -2.332 -0.117 0.259 -0.118 0.429
C -4.781 3.758 -2.015 0.073 0.068 -0.205 -0.010
F -5.468 4.538 -2.873 0.003 -0.001 -0.012 -0.354
C -5.420 3.256 -0.877 -0.535 0.077 0.095 0.602
C -4.564 2.487 -0.083 0.090 -0.098 0.139 0.008
C -3.249 2.234 -0.406 -0.059 -0.173 0.156 0.115
F -2.554 1.437 0.436 0.004 -0.025 -0.039 -0.020
C -2.631 2.719 -1.548 0.516 -0.150 -0.099 0.378
C -1.230 2.382 -1.915 -0.166 0.028 -0.465 -0.222
C -0.297 2.059 -0.994 0.086 0.059 0.385 0.209
N 0.504 1.772 -0.174 -1.913 0.699 -1.527 -0.356
C -0.813 2.268 -3.284 -0.236 -0.026 0.305 -0.053
N -0.477 2.169 -4.384 -0.008 0.007 0.113 -0.648
F -5.026 1.933 1.055 -0.001 -0.021 0.041 -0.345
C -6.817 3.495 -0.559 -0.206 0.035 0.058 0.190
C -7.681 4.294 -1.365 0.219 -0.170 0.186 0.190
N -8.438 4.930 -1.970 0.105 -0.091 0.084 -0.773
C -7.471 2.927 0.574 0.177 0.133 -0.295 0.139
N -8.068 2.494 1.469 0.076 0.060 -0.111 -0.776

***

Record 2
63
Properties=species:S:1:pos:R:3:forces:R:3:mulliken_charge:R:1 method="wB97M-V/def2-TZVPD" orbital_gap_ev=6.735 homo_energy_ev=-7.52 lumo_energy_ev=-0.788
In -0.140 0.424 0.645 0.195 -0.293 0.470 1.188
S -1.916 0.967 2.307 -0.109 -0.078 0.090 -0.499
C -0.601 1.038 3.470 -0.063 -0.032 -0.103 1.011
S 0.924 0.346 3.012 -0.006 0.098 0.037 -0.520
C -0.799 1.624 4.695 -0.005 -0.005 -0.012 0.340
C -2.061 2.186 5.055 0.012 -0.006 0.026 -0.106
N -3.077 2.643 5.349 0.002 0.005 -0.002 -0.528
C 0.260 1.719 5.647 -0.003 0.004 0.015 -0.057
N 1.115 1.813 6.413 0.001 -0.001 0.001 -0.530
C -1.170 -4.032 1.417 0.017 0.021 0.009 -1.212
C -1.180 -2.631 1.350 -0.009 -0.005 0.073 -0.299
N -0.145 -1.940 0.929 -0.001 0.018 -0.195 0.298
C 0.975 -2.580 0.542 0.023 0.049 -0.007 0.062
C 1.086 -3.973 0.594 0.014 -0.059 0.026 0.844
C -0.036 -4.698 1.041 0.005 0.007 0.003 -0.680
C 2.315 -4.610 0.218 -0.021 0.016 -0.001 -0.909
C 3.375 -3.880 -0.180 0.000 0.027 0.006 -0.921
C 3.293 -2.449 -0.262 0.031 -0.033 -0.028 0.917
C 4.376 -1.659 -0.683 0.000 0.011 0.005 -0.567
C 4.235 -0.300 -0.765 -0.019 -0.006 0.008 -1.311
C 2.999 0.267 -0.432 -0.007 0.027 -0.059 -0.064
N 1.974 -0.452 -0.027 -0.029 -0.056 0.064 0.172
C 2.101 -1.795 0.075 -0.038 -0.006 0.006 -0.091
H -2.049 -4.556 1.761 0.002 0.000 0.005 0.472
H -2.048 -2.058 1.660 -0.008 0.001 -0.028 0.589
H 0.017 -5.779 1.086 -0.003 -0.001 0.001 0.425
H 2.373 -5.690 0.271 0.004 0.001 0.008 0.413
H 4.309 -4.357 -0.449 -0.002 -0.001 -0.007 0.406
H 5.313 -2.138 -0.939 -0.002 -0.001 -0.004 0.429
H 5.047 0.338 -1.084 0.001 -0.003 -0.005 0.443
H 2.833 1.333 -0.525 0.001 0.005 0.006 0.544
C -0.482 1.426 -5.090 -0.014 -0.009 -0.014 -1.010
C 0.726 2.315 -4.794 0.004 0.057 0.043 -0.243
C 1.021 2.385 -3.362 -0.019 -0.075 0.004 0.203
N 1.235 2.411 -2.235 0.128 0.048 -0.012 -0.334
H -0.691 1.442 -6.158 -0.001 -0.011 0.004 0.375
H -1.362 1.774 -4.552 0.000 0.011 -0.003 0.275
H -0.294 0.399 -4.781 0.004 -0.001 0.009 0.243
H 0.561 3.335 -5.146 -0.016 -0.006 -0.003 0.271
H 1.622 1.947 -5.297 -0.011 -0.009 -0.012 0.250
S -0.976 -0.015 -1.626 -0.123 0.339 -0.086 -0.045
C -2.428 -0.936 -1.178 0.034 -0.103 -0.016 0.140
C -2.532 -2.270 -1.573 0.004 -0.013 0.004 -0.513
C -3.645 -3.024 -1.235 -0.003 0.003 0.006 -0.628
C -4.669 -2.462 -0.484 0.006 0.010 -0.002 -0.513
C -4.576 -1.133 -0.092 -0.018 -0.027 -0.002 -0.667
C -3.472 -0.373 -0.445 0.002 0.049 0.006 -0.261
H -1.722 -2.715 -2.140 0.003 0.005 0.000 0.414
H -3.708 -4.058 -1.551 -0.002 0.001 -0.008 0.406
H -5.536 -3.051 -0.213 0.003 -0.003 0.005 0.394
H -5.370 -0.681 0.490 0.006 0.004 0.004 0.425
H -3.419 0.667 -0.147 0.014 0.006 -0.012 0.591
I -1.819 6.116 -0.488 -0.047 0.044 -0.020 0.089
C -0.356 4.904 0.343 0.094 -0.053 0.045 -0.687
C 0.749 5.438 0.988 -0.036 0.011 -0.022 -0.116
C 1.694 4.572 1.510 0.005 -0.017 0.004 -1.253
C 1.502 3.209 1.374 0.008 -0.004 0.053 -0.008
N 0.435 2.704 0.760 0.005 0.044 -0.300 0.199
C -0.479 3.530 0.253 -0.029 0.016 -0.068 -0.014
H 0.865 6.509 1.084 0.005 -0.001 0.003 0.406
H 2.563 4.944 2.033 0.002 0.007 -0.008 0.430
H 2.194 2.494 1.800 -0.007 -0.001 0.006 0.526
H -1.332 3.075 -0.236 0.019 -0.025 -0.016 0.397

***

Record 3
67
Properties=species:S:1:pos:R:3:forces:R:3:mulliken_charge:R:1 method="wB97M-V/def2-TZVPD" orbital_gap_ev=5.134 homo_energy_ev=-14.48 charge=+2 lumo_energy_ev=-9.343
Mo 0.556 -0.401 -0.447 1.725 -0.203 -1.232 -0.295
C -5.188 -0.941 2.921 0.042 0.058 -0.025 -1.595
C -4.092 0.137 2.994 -0.111 0.055 0.000 1.930
C -4.322 1.054 4.206 0.041 0.001 -0.048 -1.682
C -4.164 0.986 1.722 0.054 -0.037 0.108 -1.906
C -2.753 -0.568 3.135 0.096 -0.003 -0.108 -0.180
C -2.501 -1.368 4.269 0.049 -0.052 0.078 -0.664
C -1.330 -2.072 4.449 0.048 -0.040 0.118 -1.278
C -0.368 -2.011 3.446 0.126 0.077 -0.346 0.286
S 1.170 -2.822 3.306 -0.051 0.184 -0.106 -0.252
C 1.421 -2.098 1.790 -0.264 -0.186 0.187 0.564
N 0.442 -1.293 1.398 0.512 -0.655 0.785 0.589
C -0.596 -1.226 2.317 -0.278 0.194 0.188 -0.764
C -1.764 -0.479 2.172 0.155 -0.006 -0.052 0.747
C 2.407 -2.408 0.778 0.021 -0.147 -0.187 0.935
C 3.500 -3.248 0.931 -0.143 0.113 0.095 -0.990
C 4.245 -3.604 -0.185 0.063 -0.014 -0.084 -0.723
C 3.873 -3.166 -1.451 -0.019 -0.003 0.225 -0.892
C 2.802 -2.291 -1.603 -0.089 0.256 -0.393 0.019
C 2.081 -1.887 -0.494 -0.088 0.308 0.588 0.998
H -6.166 -0.470 2.819 0.004 0.007 0.017 0.451
H -5.206 -1.561 3.817 -0.017 0.000 0.006 0.384
H -5.029 -1.591 2.058 -0.026 -0.020 0.015 0.350
H -5.244 1.619 4.070 -0.022 -0.032 0.024 0.457
H -3.503 1.767 4.316 -0.012 0.008 0.014 0.388
H -4.412 0.491 5.136 0.005 -0.001 -0.001 0.365
H -5.134 1.481 1.681 -0.003 -0.001 -0.031 0.486
H -4.071 0.368 0.824 0.010 0.014 -0.026 0.299
H -3.398 1.766 1.715 -0.018 0.008 -0.032 0.390
H -3.251 -1.430 5.045 -0.020 0.000 -0.021 0.502
H -1.162 -2.660 5.341 -0.065 0.005 0.002 0.445
H -1.865 0.185 1.317 -0.154 -0.025 0.010 0.537
H 3.755 -3.632 1.912 0.039 -0.013 -0.017 0.505
H 5.111 -4.241 -0.068 -0.040 -0.046 -0.009 0.452
H 4.421 -3.500 -2.320 -0.003 0.026 -0.023 0.493
H 2.521 -1.950 -2.593 0.069 0.034 0.017 0.760
O -2.943 -2.071 -0.860 0.329 -0.124 -0.166 -0.454
C -2.075 -1.353 -1.205 -1.302 0.527 -0.191 0.077
O -0.745 -1.518 -0.903 -1.677 -1.917 -0.028 -0.298
C -2.188 -0.057 -1.950 0.178 0.082 -0.076 0.944
C -3.273 0.289 -2.725 0.064 -0.053 0.094 -0.762
C -3.184 1.467 -3.460 -0.020 0.011 -0.037 -0.416
C -2.051 2.257 -3.351 -0.054 -0.060 0.043 -0.870
C -1.031 1.857 -2.499 0.063 0.146 0.074 -0.344
N -1.096 0.712 -1.827 -0.021 -0.300 0.408 0.350
H -4.142 -0.354 -2.760 0.030 -0.042 -0.045 0.551
H -3.991 1.749 -4.123 -0.004 0.046 0.031 0.481
H -1.953 3.173 -3.914 0.010 0.015 0.024 0.447
H -0.149 2.467 -2.350 0.025 -0.032 -0.044 0.609
O 3.081 1.903 1.488 -0.278 -0.010 -0.043 -0.463
C 2.561 1.573 0.481 0.845 0.314 -0.322 0.028
O 1.331 0.933 0.478 -0.341 1.462 1.407 -0.350
C 3.126 1.732 -0.891 -0.414 -0.334 -0.264 1.379
C 4.162 2.639 -1.066 0.162 0.088 0.079 -0.726
C 4.704 2.810 -2.322 -0.189 -0.012 0.112 -0.518
C 4.261 2.091 -3.415 0.117 0.089 -0.082 -0.377
C 3.230 1.189 -3.255 -0.361 -0.107 0.351 -0.709
C 2.619 1.016 -1.998 0.854 0.418 0.124 0.418
O 1.523 0.261 -1.825 0.324 0.070 -1.120 -0.285
N 2.779 0.438 -4.446 0.062 -0.174 -0.210 1.113
O 1.966 -0.457 -4.274 0.083 0.187 0.043 -0.601
O 3.265 0.751 -5.502 -0.105 0.014 0.134 -0.590
N 5.791 3.810 -2.505 0.146 -0.224 -0.009 1.047
O 6.227 3.922 -3.627 -0.070 0.082 0.185 -0.574
O 6.147 4.398 -1.510 -0.062 -0.003 -0.193 -0.575
H 4.546 3.198 -0.223 0.000 0.013 -0.004 0.659
H 4.716 2.241 -4.386 -0.031 -0.035 -0.011 0.699

***

Record 4
65
Properties=species:S:1:pos:R:3:forces:R:3:mulliken_charge:R:1 method="wB97M-V/def2-TZVPD" de_lowest_kj_mol=0.0 orbital_gap_ev=7.500 homo_energy_ev=-7.71 lumo_energy_ev=-0.215
Ag -0.004 1.452 -0.463 -0.048 0.185 -0.111 -0.216
C -0.473 -3.990 1.202 -0.046 0.056 -0.002 -1.085
N -1.051 -2.845 0.521 -0.080 -0.156 -0.044 0.798
C -0.502 -1.654 0.272 0.108 0.119 -0.013 -0.069
N -1.396 -0.848 -0.269 -0.213 -0.143 -0.017 -0.209
C -2.506 -1.630 -0.333 0.073 -0.065 0.049 -0.395
N -2.350 -2.846 0.142 0.070 0.052 0.040 -0.930
C -0.282 -3.751 2.684 0.004 -0.054 -0.013 0.871
C 0.592 -4.558 3.403 -0.020 0.000 0.013 -0.916
C 0.747 -4.382 4.771 -0.005 0.013 0.011 -0.599
C 0.045 -3.389 5.433 0.028 -0.013 -0.004 -0.951
C -0.817 -2.570 4.712 -0.046 0.057 0.072 -0.009
C -0.986 -2.758 3.345 -0.022 0.039 -0.019 -0.038
C -1.532 -1.490 5.393 0.099 -0.134 -0.070 0.604
N -1.589 -1.220 6.649 -0.149 0.182 0.063 -0.507
N -2.375 -0.072 6.766 0.166 -0.170 0.032 -0.484
C -2.719 0.251 5.571 -0.107 0.110 -0.054 0.621
O -2.229 -0.603 4.641 -0.007 0.020 -0.061 -0.247
C -3.517 1.393 5.120 0.045 -0.065 0.052 -0.117
C -3.933 2.352 6.040 -0.026 0.019 0.019 -0.957
C -4.665 3.441 5.605 0.005 -0.006 0.004 -0.669
C -4.977 3.586 4.258 0.010 -0.022 0.000 -0.751
C -4.567 2.630 3.340 0.007 0.034 0.011 1.131
C -4.877 2.778 1.871 0.002 0.000 -0.025 -1.258
N -3.666 2.949 1.077 -0.116 0.100 0.046 0.875
C -2.954 2.024 0.442 0.074 -0.095 -0.072 0.053
N -1.855 2.570 -0.050 0.152 0.020 0.115 -0.171
C -1.952 3.871 0.340 -0.050 0.008 -0.013 -0.306
N -3.035 4.142 1.027 0.029 -0.061 -0.029 -0.892
C -3.841 1.531 3.778 0.034 -0.023 -0.037 -0.139
H 0.476 -4.247 0.731 0.013 0.033 -0.006 0.494
H -1.167 -4.812 1.032 0.019 -0.017 -0.005 0.280
H 0.531 -1.401 0.471 -0.013 -0.009 -0.020 0.272
H -3.443 -1.306 -0.757 -0.009 -0.002 0.008 0.536
H 1.158 -5.327 2.891 0.002 0.001 -0.004 0.458
H 1.430 -5.016 5.320 0.001 -0.001 0.002 0.397
H 0.166 -3.227 6.495 0.003 -0.005 0.001 0.514
H -1.669 -2.119 2.801 0.001 -0.008 -0.005 0.666
H -3.672 2.231 7.082 -0.003 0.003 0.001 0.524
H -4.985 4.192 6.315 -0.001 0.001 0.002 0.401
H -5.532 4.453 3.920 -0.002 0.001 -0.004 0.393
H -5.510 3.642 1.688 0.001 0.004 -0.002 0.409
H -5.384 1.891 1.489 0.002 0.006 -0.011 0.321
H -3.241 0.990 0.354 0.032 -0.007 0.012 0.346
H -1.212 4.615 0.100 0.006 0.006 0.012 0.414
H -3.508 0.779 3.072 -0.006 0.005 -0.002 0.650
C 8.434 -5.493 0.774 0.104 0.081 -0.129 -1.094
C 7.526 -4.684 -0.117 0.126 0.064 -0.044 0.783
O 6.527 -5.106 -0.622 -0.151 0.053 0.125 -0.506
S 8.113 -2.980 -0.357 -0.057 -0.106 0.242 -0.218
C 6.564 -2.118 -0.450 0.029 -0.027 -0.180 0.087
C 5.744 -2.221 -1.567 -0.005 0.005 0.007 -0.233
C 4.545 -1.532 -1.609 -0.015 -0.027 -0.054 -0.605
C 4.148 -0.715 -0.547 -0.147 0.066 -0.025 -0.080
C 4.991 -0.609 0.562 0.022 0.022 0.061 -0.642
C 6.186 -1.306 0.613 -0.019 -0.018 -0.006 -0.362
C 2.898 -0.005 -0.588 0.167 -0.100 0.013 -1.209
C 1.844 0.601 -0.613 -0.035 0.016 0.085 1.364
H 8.137 -6.537 0.758 -0.018 -0.039 -0.026 0.304
H 8.371 -5.096 1.787 -0.012 -0.014 0.007 0.293
H 9.471 -5.388 0.449 -0.015 0.004 0.013 0.323
H 6.045 -2.847 -2.396 -0.001 -0.005 -0.007 0.417
H 3.899 -1.614 -2.473 0.008 -0.002 -0.003 0.423
H 4.694 0.025 1.387 0.005 0.001 0.001 0.419
H 6.829 -1.227 1.480 -0.002 0.007 0.001 0.425